No. 1
Below is a 3-piece molecular cluster, C23H45N5O2 overall in a non-equilibrium geometry, with properties calculated with wB97M-V/def2-TZVPD.

Calculated values
relative energy (zero: lowest compared OMol25 entry of this formula, charge and spin)	0.0	kJ/mol
structure (SMILES)	CCCCCCC[C@H](C#N)[C@](C#N)(CC(C)C)NCC.CNC(C)=O.CNC(C)=O
orbital gap	9.70	eV
E_HOMO	-8.9525	eV

```
! RIJCOSX wB97M-V def2-TZVPD def2/J DEFGRID3
* xyz 0 1
C 3.050 -1.764 -2.422
C 2.622 -0.962 -3.678
C 2.439 0.541 -3.413
C 1.449 0.820 -2.238
C 0.273 1.725 -2.658
C -0.902 1.517 -1.665
C -2.259 1.960 -2.246
C -3.463 1.170 -1.689
C -3.436 1.179 -0.210
N -3.487 1.021 0.927
C -3.605 -0.294 -2.275
C -4.986 -0.339 -2.875
N -6.038 -0.377 -3.335
C -3.596 -1.400 -1.191
C -2.245 -1.697 -0.514
C -1.245 -2.471 -1.398
C -2.560 -2.607 0.720
N -2.686 -0.476 -3.384
C -2.978 -1.561 -4.306
C -1.676 -1.920 -5.052
H 3.171 -1.150 -1.533
H 2.344 -2.576 -2.249
H 4.008 -2.249 -2.616
H 1.729 -1.394 -4.132
H 3.426 -1.045 -4.412
H 2.022 1.002 -4.309
H 3.409 0.963 -3.151
H 1.089 -0.141 -1.870
H 1.996 1.317 -1.436
H -0.085 1.381 -3.633
H 0.572 2.770 -2.678
H -0.925 0.451 -1.443
H -0.727 2.103 -0.763
H -2.278 1.979 -3.332
H -2.425 2.998 -1.938
H -4.343 1.746 -1.977
H -3.920 -2.331 -1.668
H -4.352 -1.193 -0.436
H -1.797 -0.799 -0.090
H -0.619 -3.093 -0.759
H -0.550 -1.758 -1.860
H -1.735 -3.048 -2.178
H -2.581 -3.638 0.359
H -1.755 -2.518 1.448
H -3.529 -2.385 1.163
H -1.725 -0.490 -3.080
H -3.394 -2.456 -3.834
H -3.687 -1.242 -5.073
H -1.275 -0.994 -5.469
H -1.843 -2.663 -5.824
H -0.947 -2.271 -4.318
C 0.390 1.124 5.185
C 0.035 0.439 3.888
O 0.834 -0.261 3.280
N -1.219 0.624 3.400
C -2.306 1.407 3.956
H 1.415 0.886 5.446
H 0.301 2.206 5.080
H -0.265 0.779 5.987
H -1.390 0.141 2.532
H -3.162 0.756 4.137
H -2.601 2.168 3.234
H -2.026 1.887 4.888
C 4.885 2.683 4.907
C 4.485 1.537 5.805
O 3.395 1.493 6.352
N 5.388 0.539 5.987
C 6.719 0.416 5.424
H 4.064 3.391 4.863
H 5.766 3.191 5.302
H 5.092 2.324 3.899
H 5.057 -0.194 6.594
H 6.784 -0.497 4.829
H 7.456 0.361 6.227
H 6.955 1.263 4.790
*
```

=====

No. 2
Below is C19H40FeNOP3 as an isolated structure in a non-equilibrium geometry, with properties calculated with wB97M-V/def2-TZVPD.

Calculated values
relative energy (zero: lowest compared OMol25 entry of this formula, charge and spin)	0.0	kJ/mol
orbital gap (alpha / beta)	5.82 / 3.00	eV
E_HOMO (alpha / beta)	-15.6673 / -15.6045	eV

```
! RIJCOSX wB97M-V def2-TZVPD def2/J DEFGRID3
* xyz 3 6
Fe 0.935 -0.429 -0.092
P 1.894 -0.215 -2.048
P -0.829 -1.866 -1.111
P 1.925 1.270 1.254
H 0.818 -2.917 0.949
C 0.932 -1.994 1.529
C -0.168 -1.233 1.940
H -1.180 -1.535 1.677
C 2.906 -1.722 -2.360
C 0.973 -0.043 -3.623
C 3.068 1.188 -2.171
C -2.106 -2.741 -0.119
C -1.986 -1.013 -2.266
C -0.253 -3.251 -2.180
C 1.306 1.461 2.971
C 1.534 2.960 0.640
C 3.736 1.361 1.486
H 1.874 -1.936 2.076
H -0.066 -0.510 2.744
H 3.916 -1.383 -2.630
H 2.464 -2.285 -3.190
H 2.964 -2.416 -1.506
H 1.699 0.220 -4.405
H 0.231 0.763 -3.541
H 0.486 -0.985 -3.902
H 3.613 1.071 -3.119
H 3.784 1.184 -1.337
H 2.513 2.139 -2.193
H -2.693 -3.394 -0.780
H -2.776 -2.016 0.359
H -1.640 -3.356 0.658
H -2.770 -1.731 -2.547
H -1.469 -0.680 -3.171
H -2.433 -0.143 -1.769
H -1.088 -3.954 -2.305
H 0.582 -3.770 -1.697
H 0.067 -2.896 -3.166
H 1.854 2.273 3.469
H 1.456 0.538 3.543
H 0.235 1.702 2.958
H 1.843 3.682 1.407
H 0.457 3.066 0.468
H 2.070 3.157 -0.294
H 3.974 1.958 2.374
H 4.210 1.808 0.607
H 4.122 0.345 1.608
C 4.910 -2.154 1.208
C 5.613 -2.953 0.288
C 6.787 -3.581 0.718
C 7.212 -3.461 2.051
C 6.494 -2.665 2.945
C 5.333 -2.009 2.537
O 3.773 -1.482 0.837
H 3.373 -1.784 -0.017
H 5.249 -3.041 -0.734
H 7.355 -4.190 0.010
H 8.117 -3.986 2.377
H 6.821 -2.570 3.988
H 4.750 -1.385 3.212
C -2.469 2.510 -0.017
C -1.378 1.574 0.006
N -0.516 0.781 -0.016
H -2.451 3.147 0.893
H -3.427 1.951 -0.032
H -2.404 3.155 -0.920
*
```

=====

No. 3
Below is C52H46N3NiOTe as an isolated structure, with properties calculated with wB97M-V/def2-TZVPD.

Calculated values
relative energy (zero: lowest compared OMol25 entry of this formula, charge and spin)	23.9	kJ/mol
orbital gap (alpha / beta)	4.14 / 6.25	eV
E_HOMO (alpha / beta)	-0.2478 / -2.3581	eV

```
! RIJCOSX wB97M-V def2-TZVPD def2/J DEFGRID3
* xyz -2 4
Ni -0.684 -0.749 1.004
C 0.422 -0.130 6.678
C -0.824 -0.747 6.563
C -1.285 -1.232 5.350
C -0.502 -1.099 4.188
C 0.763 -0.501 4.316
C 1.212 -0.022 5.536
N -0.890 -1.539 2.943
N -1.761 -2.543 2.987
C -2.230 -2.853 1.728
C -3.055 -3.978 1.560
C -3.547 -4.323 0.308
C -3.235 -3.550 -0.811
C -2.417 -2.424 -0.650
C -1.920 -2.104 0.590
H 0.770 0.249 7.632
H -1.455 -0.844 7.442
H -2.257 -1.697 5.253
H 1.399 -0.463 3.441
H 2.197 0.428 5.599
H -3.293 -4.562 2.443
H -4.185 -5.195 0.203
H -3.624 -3.806 -1.789
H -2.169 -1.812 -1.511
C 0.746 -1.947 0.553
C 1.428 -2.858 0.082
C 2.167 -3.949 -0.351
C 1.606 -5.282 -0.051
C 2.398 -6.423 0.128
C 1.827 -7.646 0.454
C 0.450 -7.758 0.616
C -0.346 -6.627 0.463
C 0.222 -5.405 0.138
C 3.397 -3.736 -1.119
C 4.020 -2.477 -1.088
C 5.167 -2.221 -1.820
C 5.734 -3.211 -2.619
C 5.119 -4.455 -2.680
C 3.970 -4.715 -1.947
H 3.475 -6.342 0.045
H 2.464 -8.511 0.600
H 0.005 -8.712 0.873
H -1.418 -6.680 0.610
H -0.406 -4.523 0.046
H 3.570 -1.701 -0.480
H 5.617 -1.237 -1.775
H 6.631 -3.010 -3.192
H 5.529 -5.231 -3.318
H 3.486 -5.678 -2.043
C 3.177 3.072 -5.964
C 2.288 2.612 -4.836
C 0.999 2.162 -5.069
C 0.173 1.727 -4.029
C -1.200 1.206 -4.402
C 0.629 1.755 -2.702
Te -0.784 1.072 -1.099
N -2.069 0.448 0.846
C -3.282 0.554 1.371
O -3.879 -0.208 2.144
C -4.012 1.849 1.016
C -4.078 2.353 -0.278
C -4.780 3.522 -0.557
C -5.413 4.217 0.464
C -5.355 3.718 1.762
C -4.676 2.538 2.030
C -0.409 2.888 -0.057
C -0.803 4.101 -0.627
C -1.495 4.218 -1.963
C -0.545 5.295 0.054
C 0.078 5.318 1.286
C 0.323 6.613 2.019
C 0.459 4.101 1.840
C 0.237 2.890 1.197
C 0.742 1.648 1.882
C 1.955 2.161 -2.470
C 2.571 2.132 -1.096
C 2.752 2.592 -3.528
H 2.637 3.078 -6.912
H 4.043 2.415 -6.078
H 3.557 4.081 -5.789
H 0.622 2.135 -6.089
H -1.332 1.223 -5.486
H -1.999 1.795 -3.952
H -1.348 0.179 -4.063
H -3.576 1.817 -1.074
H -4.823 3.893 -1.575
H -5.947 5.137 0.251
H -5.851 4.250 2.567
H -4.648 2.117 3.028
H -2.042 3.311 -2.213
H -0.772 4.394 -2.765
H -2.204 5.049 -1.942
H -0.865 6.230 -0.399
H 0.026 7.471 1.413
H 1.379 6.730 2.276
H -0.244 6.650 2.952
H 0.947 4.088 2.811
H 1.169 1.888 2.854
H 1.497 1.135 1.287
H -0.078 0.950 2.072
H 2.254 1.241 -0.553
H 2.272 2.998 -0.501
H 3.661 2.122 -1.164
H 3.774 2.905 -3.322
*
```

=====

No. 4
Below is one molecule with the formula C3H5NO2S in a non-equilibrium geometry, with properties calculated with wB97M-V/def2-TZVPD.

Calculated values
relative energy (zero: lowest compared OMol25 entry of this formula, charge and spin)	380.2	kJ/mol
structure (SMILES)	C=CS(=O)(=O)N=C
orbital gap	9.88	eV
E_HOMO	-9.7785	eV

```
! RIJCOSX wB97M-V def2-TZVPD def2/J DEFGRID3
* xyz 0 1
C 1.326 -1.394 -0.640
C -2.016 0.873 -0.511
C 1.466 -0.215 -0.072
N -0.977 1.524 -0.472
O 0.725 1.372 1.971
O -0.854 -0.491 1.429
S 0.152 0.477 0.966
H 2.345 -1.780 -1.000
H 0.307 -1.879 -0.795
H -2.806 1.307 -1.030
H -2.165 -0.022 0.094
H 2.497 0.227 0.060
*
```

=====

No. 5
Below is an isolated ion of composition CH2NO4P and charge -2 in a non-equilibrium geometry, with properties calculated with wB97M-V/def2-TZVPD.

Calculated values
relative energy (zero: lowest compared OMol25 entry of this formula, charge and spin)	46.1	kJ/mol
structure (SMILES)	O=CNP(=O)([O-])[O-]
orbital gap	6.90	eV
E_HOMO	0.1094	eV

```
! RIJCOSX wB97M-V def2-TZVPD def2/J DEFGRID3
* xyz -2 1
C -1.424 -0.233 0.314
N -0.520 0.484 -0.229
O 1.353 -0.715 1.280
O 1.513 -0.915 -1.284
O -2.630 -0.179 -0.025
O 2.122 1.286 -0.081
P 1.443 -0.043 -0.045
H -1.068 -0.605 1.219
H -0.789 0.920 -1.149
*
```

=====

No. 6
Below is C45H63Cl2GeN5NiP3 as an isolated structure, with properties calculated with wB97M-V/def2-TZVPD.

Calculated values
relative energy (zero: lowest compared OMol25 entry of this formula, charge and spin)	0.0	kJ/mol
orbital gap (alpha / beta)	7.58 / 6.27	eV
E_HOMO (alpha / beta)	-6.9389 / -6.9363	eV

```
! RIJCOSX wB97M-V def2-TZVPD def2/J DEFGRID3
* xyz 0 2
Ni -0.291 -0.019 -1.146
C -3.073 1.131 0.805
C -2.749 2.218 -0.225
C -3.113 3.599 0.316
P -1.029 2.084 -0.907
C 0.021 2.914 0.354
N 0.236 2.085 1.523
Ge 0.124 0.102 1.249
N -0.882 -1.427 1.913
C -1.684 -2.251 1.050
P -1.246 -2.063 -0.710
C -2.728 -2.833 -1.507
C -4.020 -2.267 -0.890
C -2.818 -4.358 -1.466
C 0.170 -3.237 -0.982
C 0.241 -4.521 -0.152
C 0.326 -3.465 -2.494
C -1.174 -1.572 3.253
C -1.987 -2.586 3.787
C -2.103 -2.750 5.161
C -1.418 -1.923 6.040
C -0.660 -0.881 5.521
C -0.590 -0.683 4.158
N 0.094 0.429 3.519
C -0.500 1.732 3.763
C -1.205 2.106 4.888
C -1.573 3.434 5.066
C -1.189 4.367 4.113
C -0.540 3.971 2.951
C -0.255 2.617 2.708
C 1.526 0.444 3.867
C 1.978 0.932 5.075
C 3.316 0.802 5.424
C 4.176 0.165 4.542
C 3.732 -0.276 3.303
C 2.393 -0.100 2.914
N 1.910 -0.383 1.651
C 2.922 -0.677 0.662
P 2.366 -0.404 -1.064
C 2.752 1.407 -1.344
C 3.246 1.659 -2.770
C 3.606 2.115 -0.292
C 3.761 -1.266 -1.944
C 5.175 -0.843 -1.538
C 3.632 -2.788 -1.816
C -0.981 3.411 -2.200
C 0.379 3.414 -2.898
C -2.086 3.336 -3.249
H -4.141 1.148 1.038
H -2.539 1.297 1.746
H -2.821 0.138 0.434
H -3.369 2.024 -1.100
H -2.571 3.826 1.235
H -4.179 3.616 0.559
H -2.929 4.397 -0.405
H -0.485 3.846 0.599
H 0.958 3.191 -0.130
H -2.750 -2.007 1.154
H -1.583 -3.310 1.300
H -2.667 -2.510 -2.550
H -4.286 -2.828 0.009
H -4.845 -2.369 -1.598
H -3.945 -1.218 -0.616
H -2.810 -4.729 -0.439
H -2.021 -4.851 -2.015
H -3.767 -4.663 -1.916
H 1.019 -2.628 -0.665
H -0.573 -5.219 -0.340
H 0.266 -4.302 0.917
H 1.175 -5.036 -0.394
H -0.601 -3.785 -2.972
H 1.068 -4.243 -2.689
H 0.645 -2.546 -2.991
H -2.504 -3.267 3.129
H -2.726 -3.548 5.545
H -1.471 -2.076 7.109
H -0.112 -0.235 6.194
H -1.472 1.373 5.637
H -2.120 3.730 5.951
H -1.399 5.418 4.269
H -0.243 4.721 2.231
H 1.288 1.436 5.741
H 3.670 1.184 6.372
H 5.215 0.018 4.811
H 4.429 -0.755 2.632
H 3.245 -1.725 0.724
H 3.812 -0.071 0.840
H 1.763 1.843 -1.293
H 4.264 1.305 -2.927
H 3.242 2.731 -2.978
H 2.597 1.175 -3.501
H 4.624 1.726 -0.240
H 3.161 2.045 0.704
H 3.680 3.178 -0.545
H 3.597 -1.017 -2.996
H 5.385 -1.123 -0.503
H 5.355 0.223 -1.641
H 5.903 -1.363 -2.168
H 3.873 -3.125 -0.805
H 4.335 -3.276 -2.495
H 2.632 -3.138 -2.063
H -1.097 4.346 -1.644
H 0.592 2.431 -3.325
H 1.192 3.678 -2.224
H 0.375 4.144 -3.712
H -2.003 2.427 -3.839
H -1.980 4.181 -3.934
H -3.088 3.380 -2.821
Cl -3.428 0.048 -2.988
C -2.353 -0.252 -4.310
C -2.951 -0.392 -5.544
C -2.184 -0.649 -6.676
C -0.806 -0.780 -6.552
C -0.213 -0.631 -5.321
Cl 1.500 -0.887 -5.240
C -0.923 -0.320 -4.090
N -0.220 -0.180 -2.991
H -4.027 -0.308 -5.620
H -2.659 -0.760 -7.641
H -0.192 -1.008 -7.413
*
```

=====

No. 7
Below is C45H31Cl2F10IN5O2PSY as an isolated structure in a non-equilibrium geometry, with properties calculated with wB97M-V/def2-TZVPD.

Calculated values
relative energy (zero: lowest compared OMol25 entry of this formula, charge and spin)	81.7	kJ/mol
orbital gap	6.85	eV
E_HOMO	-4.8305	eV

```
! RIJCOSX wB97M-V def2-TZVPD def2/J DEFGRID3
* xyz -1 1
Y 1.038 -0.328 0.089
C 1.670 -1.645 3.433
N 1.936 -0.321 2.860
C 1.191 0.695 3.609
C -0.226 0.776 3.071
N -0.247 1.193 1.679
C -0.628 2.454 1.405
C -0.634 3.603 2.234
F -0.125 3.556 3.489
C -1.084 4.838 1.806
F -1.044 5.879 2.650
C -1.557 5.036 0.524
F -1.995 6.243 0.126
C -1.568 3.950 -0.337
F -2.032 4.088 -1.585
C -1.136 2.729 0.111
F -1.176 1.676 -0.735
C 3.377 -0.061 2.879
C 4.032 -0.715 1.677
N 3.532 -0.158 0.429
C 4.340 0.690 -0.245
C 5.388 1.512 0.238
F 5.663 1.580 1.563
C 6.124 2.353 -0.577
F 7.078 3.121 -0.031
C 5.887 2.440 -1.934
F 6.606 3.268 -2.709
C 4.882 1.647 -2.468
F 4.628 1.693 -3.779
C 4.172 0.807 -1.648
F 3.203 0.048 -2.184
H 2.057 -1.710 4.461
H 2.124 -2.430 2.833
H 0.600 -1.843 3.456
H 1.665 1.666 3.472
H 1.186 0.466 4.687
H -0.834 1.421 3.706
H -0.676 -0.224 3.119
H 3.830 -0.424 3.815
H 3.548 1.013 2.814
H 3.799 -1.786 1.679
H 5.116 -0.628 1.763
O 0.467 -4.024 1.911
C -0.336 -3.348 1.286
O -0.048 -2.452 0.398
C -1.822 -3.497 1.509
C -2.310 -4.653 2.112
C -3.671 -4.853 2.242
C -4.553 -3.883 1.777
C -4.073 -2.718 1.208
C -2.700 -2.499 1.073
P -2.101 -0.939 0.265
C -3.281 0.225 1.101
C -3.355 0.116 2.496
C -4.008 1.064 3.264
C -4.607 2.159 2.657
C -4.549 2.283 1.280
C -3.887 1.333 0.513
C -2.837 -1.289 -1.392
C -2.889 -2.605 -1.854
C -3.338 -2.896 -3.134
C -3.761 -1.880 -3.975
C -3.702 -0.567 -3.533
C -3.221 -0.274 -2.268
H -1.596 -5.390 2.457
H -4.050 -5.761 2.694
H -5.622 -4.041 1.855
H -4.767 -1.965 0.858
H -2.889 -0.728 2.989
H -4.042 0.950 4.341
H -5.108 2.912 3.254
H -5.010 3.133 0.791
H -3.853 1.469 -0.558
H -2.572 -3.417 -1.213
H -3.363 -3.927 -3.468
H -4.109 -2.102 -4.976
H -4.001 0.240 -4.189
H -3.110 0.763 -1.987
Cl 1.629 2.263 -0.970
C 1.142 2.276 -2.646
C 1.374 3.466 -3.313
C 1.053 3.581 -4.650
C 0.505 2.492 -5.309
C 0.277 1.313 -4.626
Cl -0.377 -0.012 -5.522
C 0.578 1.142 -3.252
S 0.272 -0.390 -2.486
H 1.815 4.295 -2.777
H 1.239 4.509 -5.174
H 0.261 2.546 -6.360
I 5.168 -4.979 -2.938
C 3.558 -3.967 -2.109
C 2.233 -4.333 -2.187
N 1.556 -3.395 -1.511
N 2.350 -2.448 -1.008
C 3.579 -2.781 -1.363
H 1.758 -5.175 -2.659
H 0.573 -3.345 -1.289
H 4.421 -2.166 -1.091
*
```

=====

No. 8
Below is one molecule with the formula C4H8N2O2 in a non-equilibrium geometry, with properties calculated with wB97M-V/def2-TZVPD.

Calculated values
relative energy (zero: lowest compared OMol25 entry of this formula, charge and spin)	499.1	kJ/mol
structure (SMILES)	CNC(=O)/C(C)=N\O
orbital gap (alpha / beta)	8.09 / 8.16	eV
E_HOMO (alpha / beta)	-8.6302 / -8.6133	eV

```
! RIJCOSX wB97M-V def2-TZVPD def2/J DEFGRID3
* xyz 0 1
C -1.603 1.262 -0.338
C 1.932 -0.050 1.166
N -0.896 0.228 -1.063
C 0.558 0.102 -1.016
C 0.828 -0.492 0.267
O -0.606 -2.253 -0.056
N -0.253 -1.150 0.743
O 1.270 0.366 -1.966
H -1.243 -2.729 0.504
H -1.297 -0.022 -1.964
H -1.732 2.131 -0.988
H -2.570 0.855 -0.036
H -1.057 1.554 0.560
H 2.154 1.008 1.009
H 1.671 -0.195 2.219
H 2.845 -0.616 0.957
*
```

=====

Question: Look up the relative energy (zero: lowest compared OMol25 entry of this formula, charge and spin) of the fifth one.
Answer: 46.1 kJ/mol